A cluster of 5 separate species, C9H13BCl12N2P2S in total, computed with wB97M-V/def2-TZVPD.

```
! RIJCOSX wB97M-V def2-TZVPD def2/J DEFGRID3
* xyz 0 1
N -4.34531 -3.55574 -0.93280
P -2.77493 -3.78068 -0.97633
B -1.96162 -2.06514 -1.30125
P -1.75455 -1.49926 -3.10549
S 0.16534 -1.69115 -3.50137
C -1.51274 -1.24712 -0.08015
C -2.40902 -1.08708 0.98562
C -2.00690 -0.36467 2.09433
C -0.71796 0.15473 2.11261
N 0.15553 0.02079 1.12193
C -0.24709 -0.66192 0.05677
H -4.71666 -3.83460 -0.03445
H -2.23064 -4.24793 0.23639
H -2.30830 -4.69262 -1.95213
H -2.51733 -2.36270 -3.91031
H -2.28024 -0.21649 -3.33777
H -3.39822 -1.51606 0.92895
H -2.67464 -0.22750 2.92628
H -0.39295 0.71150 2.97868
H 0.46603 -0.78025 -0.74525
Cl -2.34836 2.17901 5.07368
C -2.98936 3.32223 3.89002
Cl -1.69044 4.00255 2.91495
Cl -4.19974 2.55073 2.86729
H -3.46703 4.13008 4.42808
Cl 3.52131 -0.97915 -1.65099
C 4.32438 -1.14279 -3.21288
Cl 5.99766 -1.66523 -2.99814
Cl 3.44880 -2.25338 -4.26681
H 4.33591 -0.17120 -3.68715
Cl -3.30618 8.95949 0.91779
C -3.16717 7.20569 1.02203
Cl -4.00684 6.59267 2.44684
Cl -3.77560 6.43441 -0.44112
H -2.11920 6.95637 1.12155
Cl 9.86094 -1.34949 0.65882
C 9.27906 -2.66331 -0.36326
Cl 9.16941 -2.14803 -2.04631
Cl 10.30973 -4.08583 -0.20691
H 8.28495 -2.93092 -0.03173
*
```

Computed properties:
DFT total energy (eV): -192880.255
Maximum force (eV/A): 0.5